C2H5N5O | ωB97M-V with the def2-TZVPD basis set

Geometry as ORCA input:
```
! wB97M-V def2-TZVPD RIJCOSX def2/J DEFGRID3
* xyz 0 1
C 0.343 0.291 -1.223
C -0.583 0.308 0.923
H -0.580 -2.496 1.972
H 2.336 -0.546 -0.132
H 0.509 1.000 -3.181
H -1.222 1.640 -0.861
H -0.970 1.765 2.149
N 0.261 -0.839 0.716
N 1.067 -0.793 -0.446
N 0.875 0.267 -2.451
N -0.925 0.666 -0.555
N -0.553 0.893 2.231
O -0.559 -2.156 0.859
*
```

Computed properties:
Strongest force on any atom: 8.675 eV/Å
M: 115.1 g mol⁻¹
HOMO level: -9.101 eV

Atom charges from the natural (NBO) analysis, given in e for atoms 1 to 2:
1 C 0.5191
2 C 0.5473

---

C7H14N | ωB97M-V with the def2-TZVPD basis set

Geometry as ORCA input:
```
! wB97M-V def2-TZVPD RIJCOSX def2/J DEFGRID3
* xyz 1 1
C 1.207 0.263 -1.181
C 0.149 -0.007 -0.161
C -0.914 -0.892 0.298
C 2.100 0.680 -1.964
C -2.643 -1.109 2.089
C -0.119 -1.929 2.281
C -1.206 -0.885 1.662
N 1.756 2.957 -3.528
H 1.149 2.976 -4.436
H 0.380 0.733 0.645
H -1.499 -1.515 -0.422
H 3.114 0.236 -2.026
H -2.658 -0.827 3.123
H -2.843 -2.217 1.832
H -3.280 -0.481 1.448
H -0.485 -2.898 2.211
H -0.096 -1.635 3.377
H 0.888 -1.887 1.912
H -0.812 0.025 2.086
H 1.179 3.468 -2.736
H 2.689 3.444 -3.741
H 1.944 1.501 -2.770
*
```

Computed properties:
Strongest force on any atom: 5.728 eV/Å
M: 112.2 g mol⁻¹
HOMO level: -13.445 eV

Atom charges from the natural (NBO) analysis, given in e for atoms 1 to 2:
1 C 0.3688
2 C -0.4300

---

C39H100O33S9 | ωB97M-V with the def2-TZVPD basis set

Geometry as ORCA input:
```
! wB97M-V def2-TZVPD RIJCOSX def2/J DEFGRID3
* xyz 0 1
C 13.727 -16.061 -1.615
C 14.755 -16.159 -2.706
O 15.776 -15.117 -2.723
S 16.765 -14.994 -1.480
C 18.014 -16.161 -1.968
O 17.341 -13.699 -1.532
O 16.201 -15.469 -0.265
H 12.952 -16.829 -1.706
H 13.259 -15.077 -1.579
H 14.094 -16.306 -0.623
H 15.257 -17.134 -2.649
H 14.320 -16.108 -3.701
H 18.201 -16.064 -3.034
H 17.656 -17.160 -1.738
H 18.890 -15.890 -1.384
C 5.671 -17.397 2.669
C 6.561 -16.469 1.867
O 7.251 -15.599 2.788
S 8.333 -14.595 2.172
C 9.840 -15.498 2.365
O 8.036 -14.488 0.779
O 8.328 -13.471 3.041
H 4.936 -16.816 3.228
H 6.219 -18.005 3.383
H 5.125 -18.045 1.983
H 7.327 -17.041 1.340
H 5.934 -15.893 1.191
H 9.722 -16.352 1.698
H 9.911 -15.870 3.385
H 10.679 -14.862 2.108
C 12.180 -21.276 -4.050
C 12.383 -21.328 -2.540
O 12.207 -19.983 -2.010
S 11.299 -19.815 -0.731
C 9.678 -19.938 -1.431
O 11.501 -20.938 0.129
O 11.528 -18.497 -0.251
H 12.934 -21.905 -4.521
H 12.277 -20.255 -4.413
H 11.197 -21.631 -4.356
H 11.698 -22.010 -2.040
H 13.392 -21.651 -2.293
H 9.404 -18.947 -1.785
H 8.967 -20.196 -0.648
H 9.686 -20.708 -2.195
C 11.754 -13.198 6.067
C 12.383 -14.412 6.704
O 12.619 -14.101 8.095
S 13.658 -15.030 8.853
C 13.799 -14.026 10.275
O 13.036 -16.272 9.160
O 14.888 -15.018 8.117
H 11.566 -13.290 4.998
H 12.399 -12.333 6.242
H 10.794 -12.944 6.520
H 11.688 -15.254 6.676
H 13.328 -14.673 6.227
H 12.788 -13.828 10.621
H 14.301 -13.097 10.023
H 14.404 -14.562 11.003
C 8.800 -19.336 3.140
C 9.830 -19.564 4.218
O 11.101 -19.804 3.615
S 12.347 -20.062 4.555
C 13.426 -20.627 3.269
O 12.789 -18.815 5.083
O 12.059 -21.138 5.446
H 9.041 -18.412 2.615
H 7.799 -19.334 3.554
H 8.912 -20.159 2.428
H 9.904 -18.691 4.880
H 9.541 -20.348 4.923
H 13.862 -19.743 2.805
H 12.873 -21.166 2.506
H 14.201 -21.211 3.756
C 16.663 -6.040 -1.430
C 17.169 -4.622 -1.593
O 17.497 -4.303 -2.963
S 16.555 -3.276 -3.725
C 17.351 -1.763 -3.241
O 16.822 -3.470 -5.105
O 15.242 -3.388 -3.200
H 16.813 -6.257 -0.374
H 17.214 -6.704 -2.097
H 15.627 -6.133 -1.752
H 16.488 -3.892 -1.151
H 18.084 -4.483 -1.011
H 17.098 -1.562 -2.203
H 17.166 -0.945 -3.926
H 18.397 -2.059 -3.303
C 16.649 -12.381 6.173
C 16.425 -12.573 4.673
O 17.026 -11.478 3.941
S 18.305 -11.836 3.072
C 17.521 -12.780 1.801
O 18.766 -10.603 2.543
O 19.177 -12.679 3.827
H 17.720 -12.243 6.340
H 16.175 -13.161 6.763
H 16.250 -11.395 6.425
H 16.677 -13.556 4.288
H 15.362 -12.346 4.529
H 16.573 -13.134 2.187
H 18.138 -13.600 1.444
H 17.319 -12.167 0.926
C 17.850 -15.170 8.595
C 17.971 -16.027 7.364
O 17.536 -15.230 6.247
S 16.766 -15.957 5.082
C 15.158 -16.205 5.764
O 16.647 -15.007 4.027
O 17.367 -17.218 4.850
H 18.683 -14.468 8.667
H 17.845 -15.767 9.510
H 16.943 -14.568 8.666
H 18.992 -16.377 7.225
H 17.361 -16.928 7.464
H 14.472 -15.750 5.053
H 15.030 -15.629 6.682
H 14.998 -17.264 5.934
C 10.473 -10.411 -1.275
C 10.760 -8.957 -0.957
O 11.935 -8.566 -1.701
S 12.175 -7.012 -1.880
C 10.929 -6.616 -3.093
O 11.889 -6.315 -0.667
O 13.437 -6.806 -2.489
H 10.349 -10.500 -2.360
H 9.545 -10.722 -0.805
H 11.365 -11.000 -1.070
H 9.894 -8.346 -1.219
H 10.963 -8.808 0.103
H 10.924 -7.450 -3.791
H 11.252 -5.727 -3.627
H 9.994 -6.460 -2.566
C 13.536 -16.514 2.355
O 12.958 -15.236 2.301
C 13.712 -14.206 2.914
C 13.243 -12.869 2.458
O 14.073 -12.427 1.425
C 13.574 -11.288 0.757
C 14.630 -10.769 -0.187
O 15.676 -10.228 0.570
C 16.644 -9.591 -0.228
H 13.343 -16.958 3.347
H 14.629 -16.522 2.268
H 13.076 -17.163 1.612
H 14.782 -14.302 2.684
H 13.655 -14.386 4.000
H 13.238 -12.146 3.291
H 12.166 -12.954 2.237
H 13.564 -10.489 1.519
H 12.617 -11.410 0.248
H 14.125 -9.993 -0.784
H 14.999 -11.577 -0.836
H 17.346 -9.115 0.452
H 16.207 -8.755 -0.797
H 17.120 -10.263 -0.950
C 16.267 -14.194 -6.219
O 15.355 -13.789 -7.201
C 15.606 -12.510 -7.729
C 14.838 -11.397 -7.021
O 13.481 -11.761 -7.034
C 12.541 -10.748 -6.706
C 12.682 -10.279 -5.283
O 13.835 -9.502 -5.102
C 14.449 -9.648 -3.847
H 17.304 -14.250 -6.579
H 15.983 -15.209 -5.938
H 16.284 -13.570 -5.317
H 15.209 -12.509 -8.750
H 16.669 -12.259 -7.806
H 15.084 -10.443 -7.502
H 15.191 -11.323 -5.983
H 11.584 -11.262 -6.800
H 12.600 -9.935 -7.436
H 12.646 -11.147 -4.610
H 11.820 -9.648 -5.002
H 14.896 -10.657 -3.760
H 13.709 -9.677 -3.040
H 15.220 -8.893 -3.754
*
```

Computed properties:
Strongest force on any atom: 2.254 eV/Å
M: 1385.8 g mol⁻¹
HOMO level: -9.029 eV
Structure (SMILES): CCOS(C)(=O)=O.CCOS(C)(=O)=O.CCOS(C)(=O)=O.CCOS(C)(=O)=O.CCOS(C)(=O)=O.CCOS(C)(=O)=O.CCOS(C)(=O)=O.CCOS(C)(=O)=O.CCOS(C)(=O)=O.COCCOCCOC.COCCOCCOC

Atom charges from the Mulliken analysis, given in e for atoms 1 to 2:
1 C -0.6221
2 C -0.4735

---

C3H5N3 | ωB97M-V with the def2-TZVPD basis set

Geometry as ORCA input:
```
! wB97M-V def2-TZVPD RIJCOSX def2/J DEFGRID3
* xyz 0 1
C 1.048 -0.024 0.503
C -0.978 0.078 -0.596
C 0.032 -0.823 -0.028
N -0.192 -2.081 0.072
N 2.000 0.551 -0.174
N -1.663 0.819 0.222
H -1.126 -2.346 -0.235
H 2.594 1.227 0.287
H 2.225 0.350 -1.148
H -2.426 1.381 -0.135
H -1.514 0.868 1.232
*
```

Computed properties:
Strongest force on any atom: 1.932 eV/Å
M: 83.1 g mol⁻¹
HOMO level: -8.026 eV

Atom charges from the natural (NBO) analysis, given in e for atoms 1 to 2:
1 C 0.1157
2 C 0.0970

---

CH5O2P | ωB97M-V with the def2-TZVPD basis set

Geometry as ORCA input:
```
! wB97M-V def2-TZVPD RIJCOSX def2/J DEFGRID3
* xyz 0 1
C -1.092 0.680 -0.005
O 2.687 -0.024 -0.184
O 0.312 0.834 -0.026
P 1.328 -0.402 0.129
H -1.484 0.990 -0.975
H -1.500 1.319 0.779
H -1.363 -0.360 0.176
H 1.091 -0.868 1.447
H 0.020 -2.168 -1.341
*
```

Computed properties:
Strongest force on any atom: 2.478 eV/Å
M: 80.0 g mol⁻¹
HOMO level (alpha / beta): -10.488 / -9.026 eV

Atom charges from the natural (NBO) analysis, given in e for atoms 1 to 2:
1 C -0.2526
2 O -1.0101

---

C38H53GeN2P2RuSSi3 | ωB97M-V with the def2-TZVPD basis set

Geometry as ORCA input:
```
! wB97M-V def2-TZVPD RIJCOSX def2/J DEFGRID3
* xyz 4 6
Ru -0.388 0.451 0.712
N 2.406 0.636 -0.628
P 2.097 -0.664 0.405
C 3.558 -1.686 0.413
C 4.572 -1.578 -0.542
C 5.690 -2.391 -0.443
C 5.793 -3.312 0.592
C 4.779 -3.429 1.537
C 3.658 -2.623 1.449
C 1.874 0.125 2.009
C 2.740 1.123 2.488
C 2.530 1.657 3.741
C 1.456 1.221 4.526
C 0.593 0.243 4.067
C 0.803 -0.311 2.804
P 1.103 1.709 -0.737
C 1.532 3.173 0.215
C 2.800 3.724 -0.009
C 3.193 4.854 0.684
C 2.322 5.449 1.593
C 1.060 4.915 1.803
C 0.661 3.775 1.117
C 1.034 2.253 -2.439
C 0.164 3.308 -2.733
C 0.128 3.833 -4.013
C 0.970 3.326 -4.998
C 1.838 2.282 -4.709
C 1.863 1.735 -3.434
H 3.085 0.565 -1.373
H 4.526 -0.867 -1.358
H 6.486 -2.300 -1.170
H 6.673 -3.937 0.667
H 4.870 -4.143 2.345
H 2.881 -2.706 2.202
H 3.575 1.452 1.883
H 3.210 2.404 4.129
H 1.317 1.641 5.514
H -0.212 -0.117 4.693
H 0.215 -1.181 2.490
H 3.478 3.279 -0.728
H 4.170 5.283 0.507
H 2.629 6.340 2.126
H 0.383 5.398 2.495
H -0.331 3.371 1.277
H -0.458 3.746 -1.959
H -0.535 4.658 -4.241
H 0.959 3.757 -5.990
H 2.499 1.898 -5.474
H 2.537 0.906 -3.249
C -4.609 -1.139 0.079
Si -3.291 -2.404 0.256
C -2.558 -2.660 1.933
C -3.550 -3.958 -0.681
Ge -1.094 -1.226 -0.905
Si -2.357 -0.347 -3.166
C -2.958 1.244 -2.447
C -0.951 -0.267 -4.338
C -3.635 -1.594 -3.582
Si 0.397 -3.432 -1.745
C 1.670 -2.525 -2.716
C 0.844 -4.157 -0.115
C -0.750 -4.405 -2.788
H -5.329 -1.317 0.887
H -5.142 -1.259 -0.865
H -4.260 -0.113 0.177
H -3.361 -2.981 2.608
H -2.118 -1.749 2.338
H -1.810 -3.454 1.919
H -4.528 -4.346 -0.365
H -2.809 -4.718 -0.434
H -3.598 -3.825 -1.760
H -2.339 1.612 -1.624
H -3.987 1.157 -2.096
H -2.922 2.005 -3.234
H -0.028 0.065 -3.868
H -1.194 0.469 -5.114
H -0.789 -1.228 -4.827
H -4.409 -1.691 -2.824
H -3.207 -2.570 -3.806
H -4.130 -1.250 -4.500
H 2.097 -1.665 -2.205
H 1.268 -2.208 -3.678
H 2.491 -3.227 -2.913
H 0.895 -3.419 0.686
H 1.836 -4.612 -0.204
H 0.135 -4.938 0.163
H -1.311 -3.790 -3.491
H -1.432 -5.032 -2.218
H -0.120 -5.071 -3.394
S -2.319 1.357 1.683
C -2.824 1.586 3.353
N -3.087 2.859 3.726
C -3.581 3.205 4.932
C -3.828 2.235 5.870
C -3.566 0.912 5.533
C -3.068 0.586 4.277
H -2.940 3.592 3.040
H -3.761 4.260 5.091
H -4.227 2.510 6.836
H -3.762 0.125 6.252
H -2.885 -0.443 4.005
*
```

Computed properties:
Strongest force on any atom: 0.414 eV/Å
M: 889.8 g mol⁻¹
HOMO level (alpha / beta): -17.633 / -18.260 eV

Atom charges from the Mulliken analysis, given in e for atoms 1 to 2:
1 Ru -0.0628
2 N 0.3386